[1]
Entry from the Open Molecules 2025 dataset: a molecular structure, C4H12CaN3 in a non-equilibrium geometry (ωB97M-V/def2-TZVPD).

Geometry as XYZ:
```
20
Properties=species:S:1:pos:R:3:forces:R:3:lowdin_charge:R:1
C 0.389100 -1.982094 -0.871621 -0.436 -0.073 0.162 -0.443
Ca -0.792243 -0.122098 0.305741 -0.030 0.691 -1.771 0.294
N -0.741187 2.270499 0.796523 0.028 -0.112 -0.365 -0.173
H 0.591490 0.809984 -1.829651 1.200 -0.673 0.017 0.008
H -1.706646 2.592758 0.922799 -0.125 -0.007 0.032 -0.038
H 1.151049 0.263287 -1.718454 -1.140 0.999 -0.209 0.023
H 0.702737 -1.941930 -1.932343 -0.091 -0.131 0.355 -0.097
H -0.400822 -2.758504 -0.786498 0.222 -0.061 -0.169 -0.108
H 1.226939 -2.348377 -0.258332 0.071 -0.015 -0.140 -0.095
H -0.258682 2.404953 1.689254 0.137 0.165 0.218 -0.053
H -0.299434 2.879433 0.101593 -0.017 0.063 0.114 -0.015
N 0.235297 -0.523975 3.503974 -1.293 -1.087 -1.019 -0.015
C -0.167427 -1.323902 4.508200 -0.374 -0.205 -0.887 -0.161
C -1.078072 -2.238415 3.976550 0.380 0.164 0.340 -0.104
C -1.180711 -1.946719 2.615575 1.443 1.799 0.444 -0.183
N -0.395560 -0.865062 2.329082 0.534 -1.550 2.679 -0.179
H 0.950384 0.208431 3.513380 -0.497 -0.052 -0.166 0.078
H 0.202379 -1.192728 5.506467 0.055 0.001 0.144 0.097
H -1.595921 -3.012349 4.511384 -0.010 -0.091 0.094 0.082
H -1.726207 -2.446935 1.823701 -0.056 0.174 0.125 0.084
```
Positions in Å, forces in eV/Å.

Calculated values
M	142.24	g mol⁻¹
net charge	-1
energy relative to the best compared isomer or geometry (same formula, charge and spin)	8.7	kcal/mol
gap between HOMO and LUMO	2.987	eV
lowest unoccupied orbital energy	0.112	Ha

[2]
Entry from the Open Molecules 2025 dataset: a molecular structure, C17H22AsN2O13ReS (ωB97M-V/def2-TZVPD).

Geometry as XYZ:
```
57
Properties=species:S:1:pos:R:3:forces:R:3:mulliken_spin:R:1
Re 0.161522 0.694923 -0.183592 -0.016 0.529 -0.056 0.911
C 3.131294 0.001465 0.579039 -0.016 0.046 0.004 0.004
O 1.751032 0.020885 1.006013 -0.011 -0.166 0.069 -0.009
C 1.449132 -0.919813 2.060434 -0.069 -0.028 -0.059 0.000
C -0.020186 -0.770750 2.379707 0.097 -0.029 0.008 0.001
O -0.701766 -0.761300 1.108116 0.039 0.127 0.089 0.002
C -2.122723 -1.060158 1.143622 -0.034 -0.056 -0.023 0.007
C -2.462260 -1.778407 -0.132450 -0.070 -0.053 0.038 -0.002
O -2.250237 -0.883515 -1.188940 -0.041 -0.019 0.042 0.004
C -2.285741 -1.503001 -2.461863 0.003 -0.006 -0.058 -0.002
H 3.761044 0.246693 1.432710 -0.007 0.016 -0.005 0.001
H 3.373333 -0.991162 0.197128 -0.008 0.028 -0.002 0.000
H 3.228829 0.760141 -0.191474 0.020 0.003 -0.009 -0.004
H 1.671611 -1.921173 1.690348 -0.007 0.014 -0.018 -0.001
H 2.067113 -0.679197 2.925767 -0.022 -0.004 0.025 0.000
H -0.359455 -1.630964 2.955620 0.002 0.006 0.021 0.000
H -0.239364 0.154240 2.914889 0.003 -0.019 -0.018 0.001
H -2.305469 -1.706473 2.001789 -0.006 0.028 0.012 -0.002
H -2.671824 -0.124570 1.254262 -0.003 0.007 -0.021 -0.001
H -1.818526 -2.663067 -0.229012 -0.006 0.009 -0.025 0.001
H -3.507316 -2.112450 -0.085726 0.017 -0.002 -0.020 0.000
H -3.267719 -1.943820 -2.657498 0.017 0.008 0.013 0.000
H -2.086858 -0.727319 -3.197255 -0.001 -0.007 -0.012 0.000
H -1.519757 -2.282759 -2.536680 -0.013 0.009 0.008 0.001
O 2.369566 3.164538 0.820056 -0.042 0.022 -0.016 0.003
As 0.746085 3.529429 1.360907 -0.156 -0.013 -0.147 0.022
O 0.740533 4.126457 2.851978 -0.031 0.046 0.132 0.000
O -0.039938 1.963995 1.207096 0.181 -0.144 0.028 0.010
C -0.187057 4.619864 0.080165 0.065 0.012 0.077 0.011
C -0.480354 5.883875 0.567847 0.003 0.042 0.046 -0.002
C -1.181316 6.799042 -0.213124 0.003 -0.036 -0.028 0.000
C -1.596550 6.452407 -1.484745 0.026 -0.042 0.029 0.000
C -1.318224 5.184383 -1.983850 -0.055 0.053 -0.083 -0.002
C -0.624067 4.276507 -1.204245 0.035 -0.105 -0.028 0.003
S -0.343175 2.696480 -1.929506 -0.076 0.060 -0.084 -0.004
O 0.973864 2.194131 -1.390370 0.068 0.015 -0.013 0.011
O -0.507508 2.781990 -3.330622 0.029 -0.015 0.036 0.001
O -1.264939 1.678109 -1.237675 0.060 -0.042 0.011 -0.008
H 2.973555 3.584759 1.450555 0.022 -0.006 0.001 0.000
H -0.163957 6.148052 1.569484 0.004 -0.011 0.000 0.000
H -1.396488 7.781992 0.182684 0.000 0.003 0.001 0.000
H -2.136300 7.160344 -2.097932 -0.001 -0.002 -0.005 0.000
H -1.629129 4.903267 -2.980474 0.001 -0.003 0.005 0.000
O 3.842542 -2.368015 -4.257358 0.011 0.087 -0.103 0.000
C 3.802226 -3.464200 -3.517722 -0.030 -0.120 0.000 0.000
O 4.440053 -4.446048 -3.785752 0.012 0.064 0.023 0.000
C 2.924647 -3.474247 -2.302881 0.002 -0.027 0.111 -0.002
C 2.892511 -4.578773 -1.483243 -0.055 0.023 -0.079 0.000
N 2.023030 -4.303315 -0.496280 0.053 -0.068 0.057 0.001
N 1.472675 -3.096327 -0.593072 -0.088 0.066 -0.012 0.000
C 2.009804 -2.575482 -1.692864 0.076 -0.036 -0.097 -0.008
C 1.631609 -1.212752 -2.124225 0.078 0.098 -0.153 0.018
O 2.155164 -0.639655 -3.047028 -0.037 -0.001 -0.039 0.008
O 0.645109 -0.668197 -1.417579 -0.078 -0.339 0.276 0.024
H 3.251641 -1.665088 -3.915188 0.036 -0.018 0.048 0.000
H 3.420121 -5.513591 -1.567379 0.005 0.005 -0.001 0.000
H 1.751860 -4.908478 0.260784 0.009 -0.009 0.002 0.000
```
Positions in Å, forces in eV/Å.

Calculated values
M	755.56	g mol⁻¹
net charge	+1
energy relative to the best compared isomer or geometry (same formula, charge and spin)	0.0	kcal/mol
gap between HOMO and LUMO (alpha / beta)	7.369 / 8.147	eV
lowest unoccupied orbital energy (alpha / beta)	-0.170 / -0.157	Ha
multiplicity	2

[3]
Entry from the Open Molecules 2025 dataset: a single C5H9O6 molecule in a non-equilibrium geometry (ωB97M-V/def2-TZVPD).

Geometry as XYZ:
```
20
Properties=species:S:1:pos:R:3:forces:R:3:mulliken_spin:R:1
H -1.553692 -0.061173 -2.089952 0.282 -0.521 -0.863 0.000
C -1.524446 0.170937 -1.036184 0.562 -0.083 -0.489 0.000
O -2.323206 0.950363 -0.622551 -0.839 1.010 0.165 0.000
C -0.503541 -0.493825 -0.146892 -0.170 -0.880 0.767 0.006
C -0.692659 -2.005714 -0.120294 -0.133 -0.477 -0.375 0.001
C 0.930068 -0.151079 -0.591375 -0.504 1.039 -0.547 0.001
C 1.256070 1.336115 -0.577046 0.487 0.826 -0.415 0.018
O 1.073702 1.895437 0.690015 -0.248 0.893 0.970 0.000
O 1.870209 -0.842410 0.204737 1.793 -0.546 0.307 0.239
O 3.085673 -0.783526 -0.364111 -1.446 -0.153 0.634 0.734
O -0.743496 -0.020854 1.161815 -0.135 0.553 0.663 0.002
O -2.098423 -0.351718 1.526939 0.388 -0.421 0.392 0.000
H -0.524923 -2.448378 -1.102309 -0.019 -0.051 -0.069 0.000
H 0.017845 -2.443262 0.581706 -0.021 0.106 -0.070 -0.002
H -1.700129 -2.250370 0.219906 0.144 0.053 -0.110 0.000
H 1.080482 -0.553729 -1.602203 -0.280 0.333 -0.012 0.003
H 2.317338 1.468479 -0.836921 -0.290 -0.282 -0.462 -0.001
H 0.626498 1.871283 -1.301690 0.097 -0.307 -0.221 -0.002
H 1.141590 2.876580 0.673912 -0.006 -1.181 -0.248 0.000
H -2.602409 0.397923 1.168191 0.339 0.090 -0.017 0.000
```
Positions in Å, forces in eV/Å.

Calculated values
M	165.12	g mol⁻¹
energy relative to the best compared isomer or geometry (same formula, charge and spin)	0.0	kcal/mol
gap between HOMO and LUMO (alpha / beta)	10.599 / 8.911	eV
lowest unoccupied orbital energy (alpha / beta)	0.018 / -0.043	Ha
multiplicity	2